The following is a DFT calculation (ωB97M-V/def2-TZVPD) of C6H9NO as an isolated structure at a distorted geometry.

LUMO level (eV): 0.8
ΔE to the lowest compared entry with this formula, charge and spin (kcal per mole): 155.8
E_HOMO (eV): -9.369

The geometry in XYZ format:
```
17
Properties=species:S:1:pos:R:3:lowdin_charge:R:1
C 0.2563 0.2387 0.7402 -0.5502
C -0.6430 1.0390 0.0541 -0.0823
C -1.3160 -0.3668 -0.3852 -0.1966
C -0.7639 -0.8366 0.8788 -0.1239
C -0.1852 -0.7631 -1.3806 -0.0797
C 1.0941 -0.2845 -0.5263 -0.1382
H 1.3458 1.1274 2.1883 0.0618
H -1.1545 1.3898 0.9412 0.1398
H -0.1933 1.6932 -0.6636 0.1100
H -2.3804 -0.3531 -0.8536 0.1682
H -0.5551 -1.9119 0.9043 0.1200
H -1.9155 -0.7661 1.5185 0.2078
H -0.1608 -1.6096 -1.8326 0.0581
H 0.4458 1.1024 -1.8021 0.0112
H 2.2018 -0.5559 -0.2321 0.1716
N 0.8445 0.2637 -1.7963 0.0494
O 0.7251 0.4847 2.0149 0.0731
```

***

The following is a DFT calculation (ωB97M-V/def2-TZVPD) of one molecule with the formula C6H9NO at a distorted geometry.

LUMO level (eV): 1.1
ΔE to the lowest compared entry with this formula, charge and spin (kcal per mole): 131.9
E_HOMO (eV): -7.936
SMILES string: N[C@]12C[C@H]1O[C@@H]1C[C@@H]12

The geometry in XYZ format:
```
17
Properties=species:S:1:pos:R:3:lowdin_charge:R:1
N 1.5179 1.1969 -0.5846 0.0400
C 0.8084 0.1810 0.2822 -0.3533
C 1.2460 -1.2029 0.6395 -0.0331
C 0.4775 -1.0874 -0.6447 -0.1933
O -0.9181 -1.1938 -0.8756 -0.0715
C -1.6061 -0.4477 0.0176 -0.3310
C -1.5829 0.9880 -0.1040 -0.0872
C -0.5577 0.4004 0.7454 -0.2332
H 0.9912 1.7604 -1.2187 0.0358
H 2.3731 1.8876 -0.2735 0.1316
H 1.0633 -1.7159 1.5321 0.0846
H 2.3194 -1.5875 0.3840 0.1465
H 0.7898 -1.3328 -1.7555 0.1906
H -2.2977 -1.1482 0.6694 0.1887
H -1.6081 1.3043 -1.2052 0.1506
H -2.5585 1.3044 0.5462 0.1667
H -0.4576 0.6932 1.8453 0.1675
```

***

The following is a DFT calculation (ωB97M-V/def2-TZVPD) of a 2-piece molecular cluster, C6H9NO overall at a distorted geometry.

LUMO level (eV): 0.9
ΔE to the lowest compared entry with this formula, charge and spin (kcal per mole): 29.0
E_HOMO (eV): -7.951
SMILES string: C=Cc1cc[nH]c1.O

The geometry in XYZ format:
```
17
Properties=species:S:1:pos:R:3:lowdin_charge:R:1
C -1.9543 1.5668 -1.0056 -0.0118
C -0.7187 1.6888 -0.5202 -0.1527
C 0.2511 0.6133 -0.3730 -0.2712
C 1.5073 0.6926 0.3093 -0.0409
C 2.0511 -0.5537 0.1796 -0.1337
N 1.2156 -1.3395 -0.5584 0.0090
C 0.0587 -0.6698 -0.9019 -0.0585
H -2.7232 2.3158 -0.8327 0.0492
H -2.3385 0.6204 -1.3804 0.0477
H -0.3517 2.6647 -0.2749 0.0931
H 1.9258 1.4599 0.9348 0.1006
H 2.9328 -1.0049 0.6003 0.1083
H 1.3665 -2.1972 -1.0679 0.1485
H -0.7043 -1.0402 -1.5643 0.1162
O -1.5829 -1.4824 2.1281 -0.0648
H -2.0174 -0.9999 1.4080 0.0273
H -1.3195 -0.7725 2.7235 0.0336
```

***

The following is a DFT calculation (ωB97M-V/def2-TZVPD) of one molecule with the formula C6H9NO at a distorted geometry.

LUMO level (eV): 0.8
ΔE to the lowest compared entry with this formula, charge and spin (kcal per mole): 151.0
E_HOMO (eV): -8.131
SMILES string: O[C@]12C[C@@H]1N[C@H]1C[C@H]12

The geometry in XYZ format:
```
17
Properties=species:S:1:pos:R:3:lowdin_charge:R:1
O -1.4698 1.3687 -0.0813 -0.0426
C -0.7705 0.2095 -0.5903 -0.3357
C -1.6176 -1.1177 -0.3410 0.0111
C -0.4846 -0.8963 0.5031 -0.2601
N 0.4170 -0.2405 1.4741 0.0247
C 1.3555 0.3636 0.4420 -0.2929
C 1.8878 -0.4608 -0.6886 -0.0160
C 0.6651 0.5333 -0.8135 -0.1998
H -0.8325 1.7997 0.6278 0.1404
H -2.6072 -0.7949 -0.0839 0.0933
H -1.6668 -2.0231 -1.0073 0.1262
H 0.3462 -1.4636 -0.0022 0.1006
H 0.0612 0.4225 2.2954 0.1585
H 2.0009 1.1771 0.8000 0.1474
H 2.7647 -0.0400 -0.9883 0.0689
H 1.6554 -1.5217 -0.8190 0.1115
H 0.9032 1.3882 -1.5617 0.1646
```

***

The following is a DFT calculation (ωB97M-V/def2-TZVPD) of one molecule with the formula C6H9NO at a distorted geometry.

LUMO level (eV): 1.1
ΔE to the lowest compared entry with this formula, charge and spin (kcal per mole): 121.3
E_HOMO (eV): -8.777
SMILES string: C1N[C@@H]2[C@H]3C[C@@H]2O[C@@H]13

The geometry in XYZ format:
```
17
Properties=species:S:1:pos:R:3:lowdin_charge:R:1
C -1.7037 0.4703 0.2865 -0.1434
N -1.4972 -0.9006 -0.3395 -0.0019
C -0.0368 -0.9746 -0.4431 -0.2612
C 0.5207 -0.4311 0.9173 -0.1881
C 1.7523 -0.0294 0.3063 -0.1422
C 0.9347 0.1375 -1.0130 -0.2210
O -0.0024 1.2661 -0.9063 -0.1042
C -0.2392 0.9988 0.5956 -0.1197
H -2.3716 1.1321 -0.3497 0.1350
H -2.2917 0.1439 0.9531 0.0187
H -1.8280 -0.9866 -1.4330 0.1754
H 0.4054 -1.9136 -0.4698 0.1162
H 0.4054 -0.9880 1.8080 0.1343
H 2.1359 1.0240 0.5565 0.1526
H 2.3538 -0.9421 0.1663 0.1295
H 1.6755 0.0703 -1.8911 0.1605
H -0.2131 1.9229 1.2561 0.1595
```

***

The following is a DFT calculation (ωB97M-V/def2-TZVPD) of one molecule with the formula C6H9NO at a distorted geometry.

LUMO level (eV): 0.4
ΔE to the lowest compared entry with this formula, charge and spin (kcal per mole): 62.5
E_HOMO (eV): -9.525
SMILES string: C=NC(=O)/C(C)=C/C

The geometry in XYZ format:
```
17
Properties=species:S:1:pos:R:3:lowdin_charge:R:1
C 1.4453 1.9661 -1.7494 -0.0421
N 1.3991 0.8469 -2.2990 0.0537
C 1.3794 -0.4207 -1.6952 -0.4420
O 2.0354 -1.3271 -2.1518 0.0901
C 0.4600 -0.6449 -0.5310 -0.1602
C 0.5215 -2.0003 0.1629 0.0080
C -0.4245 0.3458 -0.3154 -0.0832
C -1.2958 0.2885 0.8919 -0.0766
H 1.4216 2.8982 -2.4790 0.1216
H 1.5722 2.0003 -0.6328 0.1018
H -0.4167 -2.3123 0.3224 0.0429
H 0.9201 -1.9219 1.1407 0.0891
H 0.9555 -2.6178 -0.4955 0.0402
H -0.5666 1.1127 -0.9199 0.0444
H -0.8092 0.0523 1.7609 0.0404
H -2.0823 -0.3727 0.8752 0.0476
H -1.8108 1.2983 1.2368 0.1241
```

***

The following is a DFT calculation (ωB97M-V/def2-TZVPD) of a 2-piece molecular cluster, C6H9NO overall at a distorted geometry.

LUMO level (eV): 0.6
ΔE to the lowest compared entry with this formula, charge and spin (kcal per mole): 89.9
E_HOMO (eV): -9.653
SMILES string: c1ccncc1.CO

The geometry in XYZ format:
```
17
Properties=species:S:1:pos:R:3:lowdin_charge:R:1
C -2.1417 -1.6403 -0.4448 -0.0528
C -1.5634 -0.9814 -1.5727 -0.0122
C -0.5229 -0.1585 -1.0516 -0.2121
N 0.1677 -0.2503 -0.0016 0.0589
C -0.4141 -1.0441 0.9340 -0.1407
C -1.5084 -1.8362 0.8033 -0.0641
H -3.2698 -1.9448 -0.6466 0.1384
H -2.0196 -0.7897 -2.4078 0.0379
H -0.2429 0.4041 -1.9682 0.1169
H 0.1815 -1.0126 1.9423 0.1449
H -1.6458 -2.5008 1.5197 0.0559
C 2.2369 2.8644 0.9831 -0.1419
O 2.6413 1.7249 0.0144 -0.2533
H 3.1402 3.3219 1.5253 0.0684
H 1.6358 3.5512 0.2931 0.0769
H 1.6878 2.4116 1.9923 0.1036
H 1.7095 1.2891 -0.2622 0.0752
```

***

The following is a DFT calculation (ωB97M-V/def2-TZVPD) of a 2-piece molecular cluster, C6H9NO overall at a distorted geometry.

LUMO level (eV): 0.8
ΔE to the lowest compared entry with this formula, charge and spin (kcal per mole): 74.2
E_HOMO (eV): -9.943
SMILES string: C=CCC#N.C1CO1

The geometry in XYZ format:
```
17
Properties=species:S:1:pos:R:3:lowdin_charge:R:1
C -2.9875 1.8568 -0.0128 0.0031
C -2.8501 0.5537 -0.3143 -0.2127
C -2.4477 -0.5971 0.5529 -0.1850
C -1.3431 -1.4446 -0.0034 -0.1956
N -0.3825 -1.9289 -0.4376 0.1437
H -2.7443 2.1934 0.9981 0.0567
H -3.3373 2.6070 -0.7815 0.0789
H -3.1253 0.3358 -1.3602 0.1052
H -3.3353 -1.2611 0.6796 0.1284
H -2.1215 -0.2154 1.5165 0.1140
C 2.5755 -0.1582 -0.2729 -0.2520
C 3.5427 0.9051 -0.4196 -0.1180
O 3.3073 0.1818 0.8508 -0.0981
H 2.7190 -1.1650 -0.5811 0.0936
H 1.4754 0.1692 -0.2865 0.1116
H 3.1966 1.9527 -0.2564 0.1144
H 4.5533 0.7372 -0.8508 0.1119
```

***

The following is a DFT calculation (ωB97M-V/def2-TZVPD) of C6H9NO as an isolated structure at a distorted geometry.

LUMO level (eV): 1.1
ΔE to the lowest compared entry with this formula, charge and spin (kcal per mole): 82.3
E_HOMO (eV): -8.862

The geometry in XYZ format:
```
17
Properties=species:S:1:pos:R:3:lowdin_charge:R:1
C -1.8586 -1.2808 0.6832 0.0340
C -0.7242 -0.4061 0.0724 -0.3846
C -0.4905 1.0371 0.2863 -0.1416
C 0.9859 1.0932 0.0272 -0.2320
C 1.5205 -0.1048 0.8915 -0.0502
C 0.7554 -0.8289 -0.1966 -0.2788
H -1.4173 -1.7075 1.5629 0.0781
H -2.5979 -0.5530 0.9412 0.0718
H -2.3342 -1.8572 -0.0484 0.0615
H -0.9986 1.8019 0.8620 0.1532
H 1.3850 2.1194 0.1227 0.1464
H 0.9739 -0.0643 1.9092 0.1363
H 2.5909 -0.2874 0.9841 0.1121
H 0.9562 -1.8576 -0.3991 0.1398
H 0.8591 0.3580 -1.9615 0.1376
N 1.2509 0.1407 -1.0388 0.0198
O -1.1630 0.5006 -0.9106 -0.0034
```

***

The following is a DFT calculation (ωB97M-V/def2-TZVPD) of one molecule with the formula C6H9NO.

LUMO level (eV): 0.6
ΔE to the lowest compared entry with this formula, charge and spin (kcal per mole): 44.2
E_HOMO (eV): -8.651
SMILES string: [H]/N=C/C(=C\O)CC=C

The geometry in XYZ format:
```
17
Properties=species:S:1:pos:R:3:lowdin_charge:R:1
H 2.4250 -1.7592 -1.2739 0.0530
N 1.6629 -1.0912 -1.1934 0.1031
C 1.5687 -0.4987 -0.0794 -0.2147
C 0.5246 0.4734 0.1638 -0.2492
C 0.4300 1.1647 1.3116 -0.1278
O 1.2398 1.1196 2.3843 0.0359
C -0.4750 0.7033 -0.9419 -0.1758
C -1.8127 0.0551 -0.6993 -0.1777
C -1.9781 -1.1543 -0.2138 -0.0003
H 2.2515 -0.6992 0.7687 0.1134
H -0.3798 1.8664 1.4694 0.1378
H 1.9570 0.4841 2.2500 0.0892
H -0.0388 0.2740 -1.8467 0.1000
H -0.6149 1.7757 -1.0944 0.1110
H -2.6718 0.6393 -1.0049 0.0925
H -1.1323 -1.7679 0.0908 0.0620
H -2.9560 -1.5852 -0.0909 0.0476
```

***

Record-wise E_tot values, in Eh: -363.77603; -363.81401; -363.97809; -363.78361; -363.83093; -363.92469; -363.88090; -363.90606; -363.89308; -363.95378